## 1
{
  "formula": "C3H7ClNO2S",
  "method": "wB97M-V/def2-TZVPD",
  "species": ["C", "C", "C", "N", "O", "O", "S", "Cl", "H", "H", "H", "H", "H", "H", "H"],
  "positions_angstrom": [[-0.559, 1.033, -0.684], [0.257, -1.209, -1.507], [0.369, -0.095, -0.445], [0.315, -0.806, 0.887], [0.411, -0.003, 3.707], [1.062, 1.814, 2.282], [0.046, 0.754, 2.514], [-1.223, -1.494, 1.158], [-0.104, 1.731, -1.414], [-1.592, 0.659, -1.008], [-0.872, 1.637, 0.236], [-0.828, -1.178, -1.737], [0.356, -2.237, -1.241], [0.969, -0.868, -2.258], [1.394, 0.262, -0.491]],
  "homo_lumo_gap_ha": 0.2658,
  "charge": -1
}

## 2
{
  "formula": "C3H7ClNO2S",
  "method": "wB97M-V/def2-TZVPD",
  "species": ["C", "C", "C", "N", "O", "O", "S", "Cl", "H", "H", "H", "H", "H", "H", "H"],
  "positions_angstrom": [[-1.649, 1.948, 1.095], [0.151, 0.214, 1.353], [-1.271, 0.670, 1.114], [-0.071, -1.429, -1.393], [2.252, -0.725, -2.606], [2.003, -1.803, -0.224], [1.395, -1.984, -1.593], [-1.092, -1.580, -2.803], [2.288, -0.012, -1.925], [-2.618, 2.100, 0.694], [-0.965, 2.757, 1.184], [0.875, 1.091, 1.406], [0.430, -0.514, 0.592], [0.110, -0.453, 2.183], [-1.841, -0.279, 0.923]],
  "homo_lumo_gap_ha": 0.2901,
  "charge": -1
}

Relative to the most stable one, in kcal/mol, the structures come out at 1 0.0; 2 17.8.

## 1
{
  "formula": "C3H8BNO",
  "method": "wB97M-V/def2-TZVPD",
  "species": ["B", "C", "C", "C", "N", "O", "H", "H", "H", "H", "H", "H", "H", "H"],
  "positions_angstrom": [[0.657, -0.832, -0.049], [-0.238, 0.654, -0.407], [-1.567, 0.418, 0.335], [2.242, -0.488, -0.009], [-2.410, -0.480, -0.277], [-0.177, -1.731, 0.146], [0.186, 1.621, -0.097], [-0.177, 0.839, -1.405], [-1.574, 0.561, 1.390], [-1.950, 1.436, -0.007], [2.426, 0.230, 0.700], [2.666, 0.079, -0.850], [2.746, -1.364, 0.009], [-2.829, -0.943, 0.521]],
  "homo_lumo_gap_ha": [0.3367, 0.2824],
  "charge": 0
}

## 2
{
  "formula": "C3H8BNO",
  "method": "wB97M-V/def2-TZVPD",
  "species": ["B", "C", "C", "N", "O", "C", "H", "H", "H", "H", "H", "H", "H", "H"],
  "positions_angstrom": [[0.027, -1.565, -0.636], [-0.439, -0.090, -0.134], [0.342, 0.278, 1.122], [0.624, 1.642, 0.989], [1.033, 1.717, -0.386], [0.087, 1.106, -1.150], [0.029, -2.397, 0.197], [0.341, -1.781, -1.730], [-1.439, -0.012, 0.109], [-0.268, 0.080, 2.022], [1.313, -0.207, 1.339], [-0.173, 2.364, 0.999], [0.633, 0.615, -2.028], [-0.762, 1.822, -1.289]],
  "homo_lumo_gap_ha": 0.3501,
  "charge": 0,
  "smiles": "B[C@H]1CNOC1"
}

Relative to the most stable one, in kcal/mol, the structures come out at 1 0.0; 2 5.4.

## 1
{
  "formula": "HNO2S",
  "method": "wB97M-V/def2-TZVPD",
  "species": ["N", "O", "O", "S", "H"],
  "positions_angstrom": [[0.676, 0.143, 0.568], [-1.794, -0.551, 0.337], [0.127, 1.214, -0.129], [-0.584, -0.277, -0.417], [1.575, -0.529, -0.358]],
  "homo_lumo_gap_ha": 0.3976,
  "charge": 0
}

## 2
{
  "formula": "HNO2S",
  "method": "wB97M-V/def2-TZVPD",
  "species": ["N", "O", "O", "S", "H"],
  "positions_angstrom": [[-0.175, -1.870, -0.515], [-0.787, -2.060, -1.465], [-0.527, 0.669, -0.023], [0.145, 1.154, 1.188], [1.344, 2.107, 0.815]],
  "homo_lumo_gap_ha": [0.3675, 0.2494],
  "charge": 0
}

Relative to the most stable one, in kcal/mol, the structures come out at 1 14.5; 2 0.0.

## 1
{
  "formula": "C2H9N2O2P",
  "method": "wB97M-V/def2-TZVPD",
  "species": ["C", "P", "O", "O", "N", "C", "N", "H", "H", "H", "H", "H", "H", "H", "H", "H"],
  "positions_angstrom": [[1.754, 1.421, 0.561], [1.097, -0.244, 0.122], [2.088, -1.212, -0.289], [0.452, -0.784, 1.521], [-0.198, -0.339, -1.032], [-1.432, 0.204, -0.688], [-2.451, -0.795, -0.309], [2.089, 1.537, 1.603], [2.659, 1.641, -0.027], [1.136, 2.253, 0.380], [1.020, -1.585, 1.752], [-0.170, -1.060, -1.724], [-1.665, 0.795, -1.521], [-1.254, 0.789, 0.255], [-2.279, -1.366, 0.516], [-2.846, -1.255, -1.120]],
  "homo_lumo_gap_ha": 0.3628,
  "charge": 0,
  "smiles": "C[P@@](=O)(O)NCN"
}

## 2
{
  "formula": "C2H9N2O2P",
  "method": "wB97M-V/def2-TZVPD",
  "species": ["N", "P", "N", "O", "C", "C", "O", "H", "H", "H", "H", "H", "H", "H", "H", "H"],
  "positions_angstrom": [[-1.971, -0.762, 1.201], [-1.108, 0.376, 0.392], [-1.356, -0.092, -1.210], [-1.645, 1.744, 0.560], [0.671, 0.047, 0.834], [1.398, 0.147, -0.659], [2.973, 0.180, -0.952], [-1.585, -1.681, 1.067], [-2.490, -0.426, 2.036], [-0.904, 0.527, -1.804], [-1.350, -1.104, -1.572], [1.078, 0.765, 1.561], [0.734, -0.897, 1.259], [1.208, -0.719, -1.295], [1.126, 1.057, -1.118], [3.222, 0.838, -0.301]],
  "homo_lumo_gap_ha": 0.3977,
  "charge": 0,
  "smiles": "NP(N)(=O)CCO"
}

Relative to the most stable one, in kcal/mol, the structures come out at 1 0.0; 2 25.9.

## 1
{
  "formula": "C3H13NO2S",
  "method": "wB97M-V/def2-TZVPD",
  "species": ["C", "C", "N", "C", "S", "H", "H", "H", "H", "H", "H", "H", "H", "H", "O", "H", "H", "O", "H", "H"],
  "positions_angstrom": [[0.106, -0.716, 3.207], [0.177, -0.315, 1.744], [-1.065, -0.554, 0.980], [1.333, -1.065, 1.088], [1.701, -0.544, -0.611], [0.853, -0.113, 3.735], [-0.889, -0.513, 3.618], [0.272, -1.773, 3.395], [0.326, 0.771, 1.714], [-1.806, -0.059, 1.454], [-1.295, -1.539, 1.045], [1.012, -2.107, 1.031], [2.225, -0.955, 1.690], [0.458, -0.297, -1.027], [-1.570, 2.292, -1.093], [-2.384, 1.774, -1.198], [-1.113, 1.798, -0.399], [-1.398, 0.893, -3.868], [-1.619, 1.319, -4.703], [-1.411, 1.593, -3.188]],
  "homo_lumo_gap_ha": 0.3515,
  "charge": 0,
  "smiles": "C[C@H](N)CS.O.O"
}

## 2
{
  "formula": "C3H13NO2S",
  "method": "wB97M-V/def2-TZVPD",
  "species": ["C", "C", "N", "C", "S", "H", "H", "H", "H", "H", "H", "H", "H", "H", "O", "H", "H", "O", "H", "H"],
  "positions_angstrom": [[-2.371, -0.615, 0.590], [-0.882, -0.201, 0.777], [-0.312, -0.899, 1.910], [-0.854, 1.284, 0.792], [0.841, 2.120, 0.773], [-2.837, -0.143, -0.293], [-2.590, -1.654, 0.336], [-3.026, -0.316, 1.414], [-0.454, -0.551, -0.171], [-0.922, -1.557, 2.367], [-0.172, -0.226, 2.667], [-1.292, 1.680, 1.708], [-1.327, 1.743, -0.067], [0.365, 3.268, 0.216], [1.906, 0.572, -2.147], [2.395, 0.468, -2.977], [2.072, 1.473, -1.926], [3.520, -2.300, -1.971], [3.026, -1.873, -1.268], [2.915, -2.273, -2.732]],
  "homo_lumo_gap_ha": 0.3585,
  "charge": 0,
  "smiles": "C[C@H](N)CS.O.O"
}

## 3
{
  "formula": "C3H13NO2S",
  "method": "wB97M-V/def2-TZVPD",
  "species": ["C", "N", "C", "C", "S", "H", "H", "H", "H", "H", "H", "H", "H", "H", "O", "H", "H", "O", "H", "H"],
  "positions_angstrom": [[0.472, -1.915, 0.003], [0.210, -0.728, -0.784], [0.116, 0.453, 0.050], [0.211, 1.732, -0.661], [0.350, 3.172, 0.405], [-0.316, -2.225, 0.575], [1.380, -1.884, 0.689], [0.653, -2.736, -0.668], [1.012, -0.523, -1.403], [-0.830, 0.252, 0.529], [0.989, 0.471, 0.723], [0.855, 1.788, -1.490], [-0.824, 1.912, -0.996], [-0.932, 3.680, 0.337], [0.578, -0.237, 3.118], [1.060, 0.180, 3.803], [0.739, -1.195, 3.149], [-2.097, -0.858, -2.799], [-1.240, -1.055, -2.491], [-2.385, -0.286, -2.090]],
  "homo_lumo_gap_ha": 0.3610,
  "charge": 0,
  "smiles": "CNCCS.O.O"
}

Relative to the most stable one, in kcal/mol, the structures come out at 1 0.0; 2 14.0; 3 29.0.

## 1
{
  "formula": "C3H13NO2S",
  "method": "wB97M-V/def2-TZVPD",
  "species": ["N", "C", "C", "C", "S", "H", "H", "H", "H", "H", "H", "H", "H", "H", "O", "H", "H", "O", "H", "H"],
  "positions_angstrom": [[1.264, -1.159, -0.062], [-0.119, -1.460, -0.455], [-1.109, -0.241, 0.022], [-2.516, -0.324, -0.654], [-3.822, 0.889, -0.499], [1.996, -1.734, -0.549], [1.254, -1.415, 0.928], [-0.275, -1.606, -1.521], [-0.370, -2.503, 0.096], [-1.071, -0.525, 1.120], [-0.831, 0.734, -0.167], [-3.108, -1.297, -0.392], [-2.268, -0.510, -1.711], [-3.830, 1.083, 0.848], [1.484, 2.665, 1.784], [1.346, 1.930, 1.087], [2.133, 3.210, 1.286], [3.129, 1.053, -0.438], [4.083, 0.963, -0.261], [2.629, 0.247, -0.463]],
  "homo_lumo_gap_ha": 0.3521,
  "charge": 0,
  "smiles": "NCCCS.O.O"
}

## 2
{
  "formula": "C3H13NO2S",
  "method": "wB97M-V/def2-TZVPD",
  "species": ["N", "C", "C", "C", "S", "H", "H", "H", "H", "H", "H", "H", "H", "H", "O", "H", "H", "O", "H", "H"],
  "positions_angstrom": [[1.175, 1.487, 0.105], [1.497, 0.868, -1.192], [0.428, -0.152, -1.655], [0.724, -1.563, -1.152], [-0.691, -2.526, -0.547], [1.597, 2.393, 0.202], [1.460, 0.884, 0.886], [1.515, 1.715, -1.912], [2.515, 0.520, -1.327], [-0.558, 0.169, -1.236], [0.423, 0.010, -2.718], [1.478, -1.539, -0.317], [1.391, -2.153, -1.811], [-0.305, -2.496, 0.733], [-2.189, -0.474, 3.789], [-1.943, -0.228, 2.882], [-3.141, -0.536, 3.662], [-1.868, 0.962, 0.836], [-1.007, 1.249, 0.506], [-2.501, 1.409, 0.265]],
  "homo_lumo_gap_ha": 0.3581,
  "charge": 0,
  "smiles": "NCCCS.O.O"
}

Relative to the most stable one, in kcal/mol, the structures come out at 1 22.0; 2 0.0.

## 1
{
  "formula": "C11H13MnN3O7",
  "method": "wB97M-V/def2-TZVPD",
  "species": ["Mn", "O", "C", "O", "C", "C", "C", "C", "C", "N", "C", "O", "O", "H", "H", "H", "H", "C", "C", "N", "O", "C", "C", "N", "O", "H", "H", "H", "H", "H", "H", "H", "O", "H", "H"],
  "positions_angstrom": [[0.647, 0.151, -0.513], [-1.306, -1.291, 3.433], [-0.909, -1.061, 2.188], [-1.288, -0.141, 1.505], [0.034, -2.097, 1.666], [0.262, -3.316, 2.272], [1.059, -4.241, 1.600], [1.564, -3.931, 0.351], [1.288, -2.678, -0.178], [0.566, -1.779, 0.484], [1.727, -2.253, -1.569], [2.378, -2.988, -2.260], [1.283, -1.060, -1.894], [-1.936, -0.596, 3.684], [-0.185, -3.542, 3.228], [1.256, -5.206, 2.048], [2.156, -4.625, -0.228], [-2.268, 2.840, -2.178], [-1.231, 2.091, -1.427], [-0.690, 0.991, -1.806], [-1.089, 0.438, -2.987], [-0.699, 2.590, -0.129], [-1.099, 3.863, 0.529], [0.186, 1.786, 0.353], [0.916, 1.776, 1.373], [-2.530, 2.336, -3.102], [-1.901, 3.843, -2.403], [-3.159, 2.953, -1.558], [-0.436, -0.268, -3.143], [-0.718, 4.725, -0.023], [-0.697, 3.892, 1.539], [-2.184, 3.949, 0.577], [2.662, 0.817, -0.492], [2.985, 1.425, 0.186], [3.357, 0.607, -1.126]],
  "s2": 6.24,
  "homo_lumo_gap_ha": [0.2794, 0.3130],
  "multiplicity": 5,
  "charge": 1
}

## 2
{
  "formula": "C11H13MnN3O7",
  "method": "wB97M-V/def2-TZVPD",
  "species": ["Mn", "O", "C", "O", "C", "C", "C", "C", "C", "N", "C", "O", "O", "H", "H", "H", "H", "C", "C", "N", "O", "C", "C", "N", "O", "H", "H", "H", "H", "H", "H", "H", "O", "H", "H"],
  "positions_angstrom": [[-0.184, -0.247, 0.222], [-1.392, -1.231, 4.279], [-1.056, -0.780, 3.093], [-0.562, -1.463, 2.211], [-1.328, 0.668, 2.871], [-1.837, 1.574, 3.778], [-1.970, 2.899, 3.364], [-1.586, 3.274, 2.087], [-1.084, 2.295, 1.239], [-0.981, 1.038, 1.640], [-0.579, 2.539, -0.184], [-0.603, 3.646, -0.650], [-0.127, 1.448, -0.743], [-1.197, -2.179, 4.343], [-2.116, 1.264, 4.774], [-2.367, 3.635, 4.050], [-1.661, 4.293, 1.735], [2.115, -1.122, -3.831], [1.475, -1.175, -2.482], [1.925, -0.713, -1.378], [3.098, -0.014, -1.337], [0.131, -1.794, -2.326], [-0.521, -2.738, -3.280], [-0.440, -1.423, -1.249], [-1.525, -1.666, -0.634], [3.123, -0.714, -3.817], [1.508, -0.522, -4.511], [2.187, -2.127, -4.245], [3.370, 0.260, -2.227], [0.035, -2.819, -4.209], [-1.533, -2.398, -3.501], [-0.596, -3.730, -2.829], [1.730, 0.102, 1.376], [2.315, 0.626, 0.806], [2.230, -0.703, 1.563]],
  "s2": 6.28,
  "homo_lumo_gap_ha": [0.2872, 0.3269],
  "multiplicity": 5,
  "charge": 1
}

Relative to the most stable one, in kcal/mol, the structures come out at 1 0.0; 2 8.2.